*P*
# C2H3N2O2S

A 2-piece molecular cluster, C2H3N2O2S overall (wB97M-V/def2-TZVPD, the OMol25 dataset).

## Properties
charge: -1
HOMO (alpha / beta): -3.283 / -3.282 eV

Atoms and positions in Å:
C  -1.487  0.238  -0.844
C  1.083  -0.773  1.050
N  -0.628  0.940  -0.037
N  1.130  0.105  0.147
O  1.991  0.585  -0.568
O  -2.049  0.772  -1.798
S  -1.782  -1.365  -0.299
H  0.139  -0.999  1.508
H  1.975  -1.342  1.289
H  -0.371  1.838  -0.447

=====

*Q*
# C2H3N2O2S

A 2-piece molecular cluster, C2H3N2O2S overall (wB97M-V/def2-TZVPD, the OMol25 dataset).

## Properties
charge: -1
HOMO: -3.930 eV

Atoms and positions in Å:
C  -2.191  0.643  -0.370
C  0.496  -0.843  -0.049
N  -2.898  0.783  -1.218
N  -0.133  -1.183  1.025
O  1.523  1.276  -1.182
O  2.258  0.566  1.139
S  2.050  0.184  -0.285
H  -0.203  -1.121  -0.794
H  -1.255  0.430  -0.062
H  0.354  -0.736  1.795

=====

The energy of each structure relative to the most stable one, in kcal/mol, is as follows: *P* 32.9; *Q* 0.0.